Entry from OMol25: a molecular structure, C29H24Cl5F2IrN3O4 in a non-equilibrium geometry (wB97M-V/def2-TZVPD).

Each line ends with the Mulliken charge.
Atoms and positions in Å:
Ir 0.2967 1.7053 -2.1903  1.5194
C -0.6371 -1.0385 4.9047  -0.9798
C 0.5973 -0.4784 4.2067  -1.1074
N 0.3658 -0.0288 2.8219  0.2080
C -0.3064 1.1764 2.7856  0.1721
C -1.1053 1.7549 1.8847  -1.0476
C 0.9354 2.6846 -0.6958  0.2751
O 1.5881 3.5519 -0.3353  -0.4242
O -1.1557 0.8606 -0.6449  -0.6597
C 1.4463 0.6982 -0.0611  -0.3962
O 1.8856 0.6486 -1.2441  -0.8117
C 0.9506 -0.6470 0.4473  1.3951
C 1.1580 -1.7043 -0.4363  -0.4106
C 1.0811 -3.0154 -0.0585  0.0331
F 1.3314 -3.9810 -0.9732  -0.3372
C 0.7974 -3.3499 1.2554  -1.8453
C 0.5480 -2.3087 2.1375  -0.0425
C 0.6000 -0.9546 1.7841  0.4156
N 0.7235 -4.6828 1.7494  0.2305
C 1.6246 -5.0519 2.8311  -0.5907
C 0.8525 -5.9737 3.7872  -0.7667
N -0.2580 -6.6113 2.9944  -0.1478
C 0.2428 -7.0548 1.6515  -0.7037
C 0.5476 -5.7937 0.8222  -0.7260
H -0.3882 -1.3182 5.9293  0.3635
H -1.0609 -1.9067 4.4007  0.3330
H -1.4206 -0.2812 4.9475  0.3576
H 1.4355 -1.1739 4.2057  0.4439
H 0.9341 0.3953 4.7661  0.5556
H -0.2102 1.6880 3.7383  0.4790
H 1.4351 -1.4626 -1.4555  0.6622
H 0.2658 -2.5886 3.1399  0.4767
H 1.9592 -4.1679 3.3661  0.4497
H 2.5195 -5.5579 2.4472  0.3264
H 0.3851 -5.4298 4.6057  0.4310
H 1.4701 -6.7731 4.1917  0.3671
H -0.9679 -5.8924 2.8352  0.3825
H -0.6838 -7.3788 3.5117  0.3262
H -0.5132 -7.6816 1.1856  0.3759
H 1.1300 -7.6565 1.8389  0.3518
H -0.2815 -5.5676 0.1543  0.5136
H 1.4292 -5.9941 0.2079  0.4378
Cl -4.5739 6.1877 0.8700  -0.1798
C -3.5337 5.1951 -0.0665  0.3394
C -3.0207 4.0239 0.4634  0.0274
Cl -3.5233 3.5269 2.0284  -0.1764
C -2.2097 3.2140 -0.3383  0.2201
Cl -1.0549 2.0329 0.3864  0.8348
C -1.9987 3.4488 -1.7301  -0.1716
O -1.4151 2.6642 -2.6027  -0.7834
C -2.5178 4.6797 -2.2052  0.4070
Cl -2.2035 5.0714 -3.8414  -0.0860
C -3.2428 5.5348 -1.3958  0.0026
Cl -3.8079 7.0242 -2.0225  -0.1562
F -0.2774 6.2855 -7.1292  -0.3456
C 0.1669 5.3175 -6.3043  0.4176
C -0.3069 4.0320 -6.4687  -0.7327
C 0.1557 3.0454 -5.6122  -0.1484
C 1.0781 3.3305 -4.6078  0.5014
C 1.5451 2.2704 -3.6718  -1.5060
C 1.5314 4.6432 -4.4788  -0.2829
C 1.0812 5.6452 -5.3220  -0.6191
H -1.0211 3.8188 -7.2522  0.4080
H -0.2094 2.0311 -5.7312  0.3470
H 2.5459 2.4871 -3.2938  0.4694
H 1.5887 1.2823 -4.1804  0.5220
H 2.2486 4.8841 -3.7026  0.3804
H 1.4279 6.6654 -5.2311  0.4258

Forces on atoms 1 to 2 (eV/Å):
Ir -0.74 0.01 1.63
C -0.01 0.05 0.02

The total charge is +1. Its electronic energy is -113988.851 eV. For the energy above the lowest of the compared OMol25 structures with the same formula, charge and spin, the calculation gives 14.3112 eV.



Entry from OMol25: a molecular structure, C29H25AlFO4P (wB97M-V/def2-TZVPD).

Each line ends with the Mulliken charge.
Atoms and positions in Å:
Al -0.0938 -0.7462 0.4686  -0.0123
C 0.0970 3.7236 -0.8139  -1.4991
C -1.3757 3.7967 -1.1081  1.0415
C -1.9387 4.9439 -1.6578  -0.8020
C -3.3031 5.0419 -1.8786  -0.6901
C -4.1336 3.9765 -1.5655  -0.8313
C -3.5893 2.8189 -1.0350  -0.5128
C -2.2190 2.7257 -0.7984  0.6231
P -1.5531 1.2514 0.0690  0.9341
C -2.8730 0.0299 -0.3358  0.2417
C -2.7536 -0.3745 -1.6690  -0.5221
C -3.6427 -1.2685 -2.2308  -0.9544
C -4.6473 -1.8059 -1.4407  -0.5921
C -4.7597 -1.4258 -0.1146  -1.0223
C -3.8950 -0.4987 0.4619  1.1904
C -4.1011 -0.0881 1.8950  -1.2387
C -1.6179 1.7878 1.8185  1.2540
C -2.2914 2.9446 2.2196  -0.5142
C -2.3081 3.3292 3.5476  -0.6011
C -1.6627 2.5484 4.4962  -0.7275
C -0.9702 1.4182 4.0999  -0.7544
C -0.9036 1.0315 2.7607  -0.0705
C -0.0317 -0.1345 2.3647  -1.7318
H 0.6164 4.5981 -1.2011  0.4319
H 0.5480 2.8312 -1.2517  0.3344
H 0.2677 3.6768 0.2654  0.3013
H -1.2950 5.7785 -1.9086  0.3945
H -3.7202 5.9515 -2.2918  0.3882
H -5.2021 4.0412 -1.7243  0.4463
H -4.2364 1.9838 -0.8051  0.3970
H -1.9425 0.0251 -2.2716  0.4043
H -3.5527 -1.5467 -3.2724  0.4159
H -5.3403 -2.5249 -1.8580  0.3871
H -5.5447 -1.8556 0.4964  0.3903
H -5.0005 -0.5502 2.2992  0.4786
H -4.2086 0.9937 1.9747  0.2590
H -3.2525 -0.3773 2.5154  0.2107
H -2.8220 3.5506 1.4981  0.3408
H -2.8240 4.2338 3.8426  0.4448
H -1.6920 2.8260 5.5423  0.3946
H -0.4546 0.8184 4.8409  0.4835
H -0.1607 -0.9466 3.0868  0.6286
H 1.0054 0.1951 2.5116  0.5215
F -0.9677 -2.1035 0.0462  -0.3671
O 3.4870 -0.1254 -0.7977  -0.6408
C 2.7234 -1.0015 -0.4707  0.5764
O 1.4453 -0.7762 -0.2295  -0.0007
C 3.1589 -2.4271 -0.3294  0.1954
C 2.2507 -3.4689 -0.2023  -0.5634
C 2.6776 -4.7928 -0.0860  -1.1924
C 4.0311 -5.0173 -0.1024  0.9865
O 4.7032 -6.2026 -0.0035  -0.4953
C 6.0904 -5.8841 -0.0568  -0.2280
O 6.2186 -4.4752 -0.1805  -0.4938
C 4.9423 -3.9741 -0.2161  1.0147
C 4.5409 -2.6736 -0.3355  -1.1539
H 1.1897 -3.2601 -0.1990  0.6737
H 1.9763 -5.6089 0.0193  0.4359
H 6.5454 -6.3755 -0.9215  0.2473
H 6.5774 -6.2231 0.8618  0.2440
H 5.2349 -1.8496 -0.4210  0.5000

Forces on atoms 1 to 2 (eV/Å):
Al 0.29 0.00 0.75
C -0.03 0.00 0.01

Its electronic energy is -57276.464 eV.



Entry from OMol25: a molecular structure, C29H25AsCl3NO5OsS2Si (wB97M-V/def2-TZVPD).

Each line ends with the Mulliken charge.
Atoms and positions in Å:
Os 0.5784 0.6796 -1.4535  3.1561
O -5.8662 3.5734 -2.2921  -0.6852
C -5.1911 3.3531 -1.2834  -0.1838
O -5.3973 3.5265 -0.0677  -0.6366
C -3.8135 2.7383 -1.5334  0.5220
C -2.7050 3.5473 -1.7813  -0.6613
C -1.4437 3.0016 -1.8584  -0.2752
N -1.2469 1.6820 -1.7259  0.1084
C -2.3210 0.8735 -1.5648  0.8141
C -3.5973 1.3576 -1.4599  -0.4360
C -1.9563 -0.5877 -1.5254  -0.7571
O -2.6877 -1.4569 -1.1156  -0.6818
O -0.7558 -0.7774 -2.0309  -0.8347
H -2.8261 4.6161 -1.8948  0.4821
H -0.5611 3.6061 -2.0191  0.4258
H -4.4119 0.6649 -1.2969  0.5975
S 1.8605 2.2956 -0.8206  -0.5060
C 1.9631 2.4195 0.9586  0.7286
C 2.7624 3.4472 1.4529  -0.6474
C 2.9172 3.5977 2.8222  -0.6362
C 2.2677 2.7350 3.6957  -0.7977
C 1.4642 1.7159 3.2005  0.0929
C 1.3166 1.5485 1.8314  -0.7368
As 0.1560 0.2105 1.0567  1.1827
C 0.7801 -1.4796 1.7493  -0.0157
C -0.0195 -2.6034 1.5440  0.0372
C 0.4232 -3.8514 1.9568  -0.6869
C 1.6689 -3.9867 2.5573  -0.6465
C 2.4764 -2.8730 2.7384  -0.6832
C 2.0351 -1.6191 2.3328  -0.9222
C -1.5191 0.5489 1.9438  0.5868
C -2.2105 1.6897 1.5402  -0.4504
C -3.4698 1.9594 2.0504  -0.6783
C -4.0282 1.0904 2.9798  -0.6981
C -3.3305 -0.0297 3.4019  -0.6271
C -2.0740 -0.3124 2.8806  -0.3588
H 3.2550 4.1221 0.7640  0.4655
H 3.5381 4.3949 3.2084  0.3991
H 2.3770 2.8631 4.7645  0.4092
H 0.9389 1.0583 3.8835  0.4757
H -0.9799 -2.5106 1.0454  0.4284
H -0.2067 -4.7185 1.8059  0.4492
H 2.0097 -4.9611 2.8832  0.4024
H 3.4490 -2.9755 3.2025  0.4254
H 2.6697 -0.7539 2.4813  0.3981
H -1.7842 2.3551 0.7969  0.3551
H -4.0452 2.7938 1.6734  0.4842
H -5.0242 1.2839 3.3555  0.4265
H -3.7700 -0.7027 4.1268  0.4297
H -1.5466 -1.2009 3.2029  0.3913
Cl -0.4178 0.5073 -5.0323  -0.3067
Si 1.0197 1.1986 -3.7224  0.4122
Cl 2.8107 0.4190 -4.4499  -0.3206
Cl 1.1668 3.2347 -4.1164  -0.2784
O 1.9118 -0.9101 -1.4495  -0.8340
S 1.3443 -2.3573 -1.5280  0.9466
C 2.8896 -3.2934 -1.3478  -0.7067
C 3.1336 -4.0273 -2.6667  -0.7058
C 2.5908 -3.1149 -3.7623  -0.4373
C 1.2019 -2.7140 -3.2910  -0.2906
H 2.7977 -3.9340 -0.4730  0.3262
H 3.6393 -2.5254 -1.1566  0.3015
H 2.5959 -4.9783 -2.6702  0.3067
H 4.1936 -4.2482 -2.7879  0.3771
H 2.5491 -3.6039 -4.7348  0.4120
H 3.2119 -2.2230 -3.8601  0.1048
H 0.4856 -3.5384 -3.3492  0.4080
H 0.7578 -1.8407 -3.7659  -0.1458

Forces on atoms 1 to 2 (eV/Å):
Os 0.00 0.25 -0.13
O 0.08 0.01 0.09

Its electronic energy is -172633.057 eV. For the energy above the lowest of the compared OMol25 structures with the same formula, charge and spin, the calculation gives 0.0000 eV.